i.
CH13N3O4 | the ωB97M-V functional and the def2-TZVPD basis

Output
Molar mass   131.1 g mol⁻¹
SMILES   N=C(N)N.O.O.O.O
Kohn-Sham gap   10.335 eV
HOMO   -9.96 eV

The geometry in XYZ format:
```
21
Properties=species:S:1:pos:R:3:lowdin_charge:R:1
H -1.87 1.96 -0.21 -0.0131
H 3.28 -1.42 -1.88 0.0827
H -3.78 0.69 0.98 0.0023
H -1.40 -3.43 0.34 0.0497
N 1.52 -1.10 0.16 0.1035
H -2.14 1.42 -1.69 0.0339
H -0.71 1.38 2.02 0.0643
N 2.47 0.94 -0.23 0.1280
O -0.68 1.52 1.07 -0.0489
H 1.64 -2.11 0.16 0.0485
O -4.72 0.69 1.17 -0.0626
H -4.93 1.60 0.92 0.0361
H 3.18 1.53 -0.63 0.0961
H -0.12 0.77 0.80 0.0211
H 1.62 1.47 -0.12 0.0798
O -0.86 -2.78 -0.17 -0.0794
H 4.11 -1.57 -0.59 0.0743
H -0.22 -2.34 0.38 -0.0348
N 3.62 -0.83 -1.12 0.0694
C 2.46 -0.41 -0.34 -0.5663
O -2.44 2.02 -1.01 -0.0845
```

=====

ii.
CH13N3O4 | the ωB97M-V functional and the def2-TZVPD basis

Output
Molar mass   131.1 g mol⁻¹
SMILES   N=C(N)N.O.O.O.O
Kohn-Sham gap   9.496 eV
HOMO   -9.27 eV

The geometry in XYZ format:
```
21
Properties=species:S:1:pos:R:3:lowdin_charge:R:1
H 0.55 1.65 0.99 -0.0284
H -0.99 3.26 0.91 0.0232
O 0.38 -3.36 1.45 -0.0553
O 2.19 1.70 -1.49 -0.0429
N -0.53 -1.92 -0.76 0.1267
O 1.13 2.43 0.94 -0.1111
H -2.09 -0.13 -1.85 0.0946
N -0.40 -0.11 0.71 0.0890
H 2.98 1.29 -1.12 0.0684
H 0.67 -4.06 2.04 0.0558
H -0.51 -3.73 1.41 0.0549
H 1.43 2.28 0.02 -0.0088
C -0.73 -0.62 -0.42 -0.6035
H 0.11 -2.45 -0.18 0.0512
H -0.53 -2.20 -1.73 0.0945
H -1.30 1.20 -1.18 0.0828
H -1.12 1.79 1.14 -0.0240
N -1.28 0.21 -1.37 0.1287
H 1.66 0.93 -1.74 0.0438
H -0.01 -0.70 1.44 0.0567
O -1.62 2.55 0.79 -0.0963
```

=====

Calculated relative energies: i 0.0185; ii 0.0000, given in hartree